Below is 3 unconnected molecules or ions with the total composition C3H13NO3 at a distorted geometry, with properties calculated with ωB97M-V/def2-TZVPD.

Geometry as XYZ:
```
20
Properties=species:S:1:pos:R:3:mulliken_charge:R:1
C 0.09519 -0.00333 -1.72750 -1.002
C 1.09099 -1.03566 -1.19201 -0.293
N 1.70145 -0.66780 0.06589 -0.256
C 1.07906 0.01538 1.15376 -0.399
O 1.24174 1.45312 1.09413 -0.617
H -0.41354 -0.43726 -2.58315 0.383
H 0.57502 0.92520 -2.04833 0.263
H -0.62745 0.26028 -0.95083 0.210
H 0.49945 -1.95188 -1.08580 0.241
H 1.87200 -1.19637 -1.92855 0.327
H 2.50059 -1.20906 0.32446 0.189
H 1.58502 -0.32502 2.04051 0.364
H 0.02352 -0.21283 1.23000 0.223
H 1.70687 1.56168 0.25431 0.353
O -1.41808 2.35794 0.14956 -0.642
H -1.68127 2.99575 0.83080 0.297
H -0.45370 2.25877 0.27768 0.362
O -3.17815 -1.71988 1.73561 -0.641
H -2.37485 -1.76763 1.20106 0.316
H -3.82384 -1.30141 1.15840 0.322
```

## Properties
* maximum force: 0.021 hartree/bohr
* Kohn-Sham gap: 0.366 hartree
* calculated total energy: -402.55109 Ha
* HOMO energy: -9.25 eV



Below is a single C5H10O2 molecule, with properties calculated with ωB97M-V/def2-TZVPD.

Geometry as XYZ:
```
17
Properties=species:S:1:pos:R:3:mulliken_charge:R:1
C -2.29720 0.02585 0.28292 -0.950
C -1.26589 0.67761 -0.62977 -0.356
O -0.15454 -0.16295 -0.89507 -0.395
C 0.79869 -0.15547 0.14159 0.649
C 1.65524 -1.40918 0.03834 -1.482
C 1.66763 1.09406 0.06000 -0.102
O 2.50565 1.36811 0.88735 -0.489
H -1.81415 -0.53937 1.08508 0.299
H -2.92628 0.78355 0.75412 0.312
H -2.93790 -0.66695 -0.26497 0.275
H -1.69777 0.91171 -1.60663 0.330
H -0.92547 1.62798 -0.19181 0.308
H 0.31182 -0.13833 1.12906 0.153
H 2.43095 -1.38962 0.80820 0.397
H 1.02626 -2.29225 0.17529 0.346
H 2.13250 -1.47289 -0.94428 0.343
H 1.49047 1.73815 -0.82942 0.363
```

## Properties
* maximum force: 0.014 hartree/bohr
* Kohn-Sham gap: 0.385 hartree
* calculated total energy: -346.96262 Ha
* HOMO energy: -9.60 eV



Below is a molecular structure, H17LiO9 at a distorted geometry, with properties calculated with ωB97M-V/def2-TZVPD.

Geometry as XYZ:
```
27
Properties=species:S:1:pos:R:3:mulliken_charge:R:1
Li 2.21604 -0.75696 -0.83567 0.850
O 0.65304 -0.37896 0.27133 -1.108
H 0.01104 -0.13096 -0.35667 0.120
O -1.07596 3.30304 -0.19667 -0.702
H -0.85796 3.17504 -1.12967 0.259
H -0.61096 2.55804 0.30933 0.428
O -0.77896 -1.30896 2.28933 -0.694
H -0.21796 -0.99096 1.45533 0.291
H -0.92596 -2.14496 2.25433 0.281
O -1.57496 -0.50496 -2.45567 -0.612
H -0.80896 0.02804 -2.35667 0.267
H -2.32596 -0.21996 -1.94567 0.325
O 1.32104 -0.16096 -2.66767 -0.507
H 1.67804 0.37004 -3.16267 0.156
H 1.17004 -1.06996 -3.06067 0.382
O 3.09304 -0.25396 1.04333 -0.753
H 3.44104 0.73104 1.18533 0.371
H 2.05304 -0.01096 1.20033 0.406
O -0.44196 -2.92596 -0.61267 -0.633
H -0.33096 -3.43796 0.31833 0.373
H -0.47096 -2.15396 -0.13967 0.249
O -2.50496 0.38004 1.43733 -0.632
H -1.77096 -0.11896 1.77933 0.485
H -3.03196 0.68904 2.13133 0.258
O 0.78604 2.09704 0.79533 -0.752
H 0.72004 1.10004 0.69433 0.529
H 0.58704 2.13804 1.75533 0.363
```

## Properties
* maximum force: 0.295 hartree/bohr
* Kohn-Sham gap: 0.325 hartree
* calculated total energy: -694.83241 Ha
* HOMO energy: -9.61 eV



Below is 2 unconnected molecules or ions with the total composition C3H8O2S at a distorted geometry, with properties calculated with ωB97M-V/def2-TZVPD.

Geometry as XYZ:
```
14
Properties=species:S:1:pos:R:3:mulliken_charge:R:1
O -0.96267 -2.65165 2.24916 -0.470
C -1.48632 -1.53477 2.01828 -0.053
C -1.52152 -1.01717 0.55561 -0.157
C -0.69315 0.27257 0.35671 -0.719
S 0.12084 1.09395 -1.18910 -0.190
H -2.15266 -1.10874 2.79517 0.325
H -0.88092 -1.75486 -0.11046 0.224
H -2.60187 -0.96392 0.17185 0.307
H 0.26746 0.04279 1.04708 0.307
H -1.36153 1.19231 0.54279 0.290
H -0.22369 -0.09468 -1.85892 0.139
O 3.82738 2.13104 -2.57946 -0.634
H 4.06933 1.45945 -1.96815 0.310
H 3.59932 2.93369 -2.03056 0.319
```

## Properties
* maximum force: 0.081 hartree/bohr
* Kohn-Sham gap: 0.353 hartree
* calculated total energy: -667.68141 Ha
* HOMO energy: -9.36 eV



Below is a molecular structure, C26H21AuN4OPS, with properties calculated with ωB97M-V/def2-TZVPD.

Geometry as XYZ:
```
55
Properties=species:S:1:pos:R:3:mulliken_charge:R:1
Au 1.48537 1.43970 0.33770 0.771
N 2.53258 3.06768 4.23304 -0.425
C 1.97145 2.74425 3.05587 0.736
S 3.09725 2.47221 1.72856 -0.478
N 0.66669 2.68588 3.00752 -1.307
N 0.18597 2.41122 1.76060 0.775
C -0.99817 2.80349 1.48835 -0.950
C -1.51551 2.75979 0.11778 1.053
C -2.84619 3.05194 -0.14557 -0.768
C -3.26912 3.09375 -1.46451 -0.398
C -2.34895 2.85218 -2.46939 -0.713
C -1.03791 2.56350 -2.11271 -0.206
N -0.62622 2.51719 -0.85352 -0.099
H 3.52266 3.21623 4.30066 0.188
H 1.93753 3.35208 4.99256 0.246
H -1.58275 3.26637 2.27808 0.424
H -3.53093 3.24785 0.66918 0.420
H -4.29882 3.32372 -1.70315 0.460
H -2.63022 2.89351 -3.51226 0.427
H -0.28677 2.37121 -2.87066 0.475
O 3.57375 1.62583 -1.54559 -0.479
C 2.86761 0.81303 -1.05273 0.497
C 2.82107 -0.62453 -1.47608 -0.383
C 3.85447 -1.14870 -2.24548 -0.768
C 3.76605 -2.45160 -2.70078 -0.568
C 2.63915 -3.21846 -2.41837 -0.744
C 1.60447 -2.69121 -1.66128 -0.160
C 1.70555 -1.39326 -1.17062 0.491
P 0.45830 -0.60394 -0.12739 1.548
C 0.31358 -1.53820 1.41202 0.348
C -0.13486 -2.86127 1.36535 -0.179
C -0.25336 -3.59387 2.53227 -0.813
C 0.06085 -3.00992 3.75410 -0.537
C 0.49208 -1.69465 3.80685 -0.707
C 0.62042 -0.95644 2.63802 -0.029
C -1.12378 -0.76643 -0.96846 0.347
C -1.17631 -0.77573 -2.36232 -0.464
C -2.40136 -0.84214 -3.00616 -0.892
C -3.57443 -0.87990 -2.26489 -0.508
C -3.52560 -0.85775 -0.87778 -0.837
C -2.30318 -0.80365 -0.22605 -0.416
H 4.70773 -0.52594 -2.47884 0.523
H 4.56917 -2.87095 -3.29139 0.425
H 2.56674 -4.23040 -2.79356 0.450
H 0.72436 -3.28913 -1.46758 0.305
H -0.41020 -3.31459 0.42189 0.241
H -0.59706 -4.61867 2.49146 0.428
H -0.03640 -3.58398 4.66588 0.406
H 0.73252 -1.23650 4.75662 0.467
H 0.96693 0.06681 2.69660 0.017
H -0.26110 -0.75186 -2.94196 0.518
H -2.43931 -0.86805 -4.08716 0.458
H -4.52974 -0.93500 -2.77005 0.436
H -4.44040 -0.89607 -0.30145 0.456
H -2.26566 -0.80666 0.85679 0.489
```

## Properties
* charge: +1
* maximum force: 0.008 hartree/bohr
* Kohn-Sham gap: 0.278 hartree
* calculated total energy: -2172.69106 Ha
* HOMO energy: -11.03 eV



Below is 8 unconnected molecules or ions with the total composition C36H53F7N3O21 at a distorted geometry, with properties calculated with ωB97M-V/def2-TZVPD.

Geometry as XYZ:
```
120
Properties=species:S:1:pos:R:3:mulliken_charge:R:1
C -7.24560 0.29903 4.47834 -0.357
C -7.70527 -0.02040 5.71990 -0.204
N -8.26191 -1.33804 5.89609 -0.060
C -7.88750 -2.18530 6.81171 0.279
N -8.47211 -3.43838 6.94584 -0.571
N -6.86753 -1.78478 7.65792 -0.086
C -5.64669 -2.65697 7.50243 -1.445
C -4.74163 -2.11480 6.40376 0.273
C -4.17592 -0.73506 6.75792 -1.112
C -3.61460 -0.01978 5.50300 0.789
C -4.05705 1.44204 5.38039 -1.148
C -4.18071 1.99113 3.93922 -1.055
C -3.22025 1.38640 2.89199 0.572
C -3.96231 0.63016 1.76783 -0.451
C -3.96981 -0.90420 1.86563 -0.859
C -2.59933 -1.51290 2.12550 0.648
C -2.61635 -3.05246 2.06046 -0.990
C -2.79399 -3.71169 3.43070 -1.080
H -7.70382 1.10327 3.91130 0.355
H -6.42387 -0.25650 4.02537 -0.015
H -7.59026 0.58847 6.60897 0.350
H -8.98591 -1.60282 5.24221 0.278
H -9.40766 -3.42587 6.54164 0.298
H -7.95081 -4.10408 6.37430 0.299
H -7.22843 -1.95750 8.59670 0.344
H -5.11259 -2.61129 8.45036 0.501
H -5.92498 -3.70384 7.35761 0.330
H -5.29299 -2.11099 5.45674 0.062
H -3.90635 -2.81072 6.31200 0.532
H -4.92373 -0.09577 7.22742 0.540
H -3.37042 -0.91196 7.47198 0.318
H -2.52732 -0.02676 5.61285 0.539
H -3.82476 -0.60822 4.60902 -0.765
H -3.43561 2.10310 5.98420 0.447
H -5.05563 1.51260 5.82746 0.285
H -5.22301 1.93082 3.61988 0.256
H -3.96492 3.05925 4.00572 0.327
H -2.75080 2.22816 2.38143 -0.357
H -2.41380 0.80221 3.32454 0.493
H -5.00973 0.95011 1.75411 0.450
H -3.56644 0.91553 0.79127 -0.270
H -4.31591 -1.28997 0.90122 0.659
H -4.72323 -1.23696 2.59325 -0.110
H -1.87313 -1.13868 1.40952 -0.204
H -2.25727 -1.25044 3.12802 0.268
H -3.39173 -3.39434 1.37078 0.356
H -1.66152 -3.39625 1.65826 0.376
H -2.10685 -3.25878 4.14627 0.308
H -3.82638 -3.65696 3.78420 0.105
H -2.55717 -4.77537 3.36466 0.517
C 1.69430 -0.07776 -0.60759 -0.185
C 2.74854 0.16318 0.44957 0.293
O 1.98404 0.73229 1.50641 -0.298
C 0.72132 0.24454 1.39455 0.528
O -0.10652 0.32306 2.24689 -0.478
O 0.52965 -0.32763 0.19545 -0.245
F 3.68441 1.05139 0.05001 -0.263
H 1.52669 0.80451 -1.22617 0.268
H 1.91746 -0.92406 -1.24567 -0.010
H 3.24747 -0.73729 0.81111 0.266
C 4.77721 -0.93864 -4.29669 -0.204
C 3.44618 -1.51919 -3.88539 0.443
O 2.57772 -0.39900 -3.98982 -0.226
C 3.11310 0.42107 -4.95150 0.539
O 2.54321 1.32163 -5.46427 -0.528
O 4.38265 0.07470 -5.22033 -0.226
F 3.46612 -1.94885 -2.59186 -0.284
H 5.28366 -0.47615 -3.44678 0.165
H 5.45990 -1.63643 -4.76581 0.131
H 3.07858 -2.32319 -4.52383 0.236
C -4.81991 2.30374 -2.51111 -0.430
C -3.70239 2.98890 -3.26965 0.259
O -2.54917 2.48568 -2.61925 -0.251
C -2.86097 1.25493 -2.12640 0.665
O -2.06982 0.45832 -1.75083 -0.463
O -4.20426 1.07053 -2.12493 -0.297
F -3.74322 4.33306 -3.13155 -0.289
H -5.09638 2.86943 -1.61998 0.274
H -5.70461 2.12229 -3.11443 0.284
H -3.65328 2.74118 -4.33108 0.292
C 8.84070 0.09842 -5.09752 -0.451
C 9.21106 0.02143 -6.56122 0.341
O 8.55860 -1.17657 -6.96867 -0.350
C 7.47673 -1.33904 -6.16927 0.822
O 6.57598 -2.08165 -6.40786 -0.597
O 7.55658 -0.54200 -5.08068 -0.272
F 10.54110 -0.11141 -6.74692 -0.289
H 9.53656 -0.47017 -4.47972 0.266
H 8.76647 1.11468 -4.72088 0.255
H 8.84621 0.84994 -7.16925 0.282
C 8.08392 -4.52402 -7.44831 -0.139
C 9.49969 -4.77114 -6.98101 0.416
O 9.60075 -6.17760 -7.05042 -0.340
C 8.74531 -6.60171 -8.03040 0.549
O 8.76412 -7.67659 -8.52080 -0.486
O 7.88183 -5.60946 -8.35850 -0.348
F 9.68740 -4.36992 -5.69551 -0.298
H 7.37111 -4.59595 -6.62725 0.214
H 7.96077 -3.56896 -7.94607 0.147
H 10.27227 -4.32163 -7.60703 0.294
C 3.74553 4.64642 -4.56971 -0.441
C 4.85318 5.38125 -5.29367 0.285
O 6.01515 4.74048 -4.79307 -0.338
C 5.66311 3.46982 -4.45566 0.519
O 6.43273 2.58847 -4.25012 -0.471
O 4.32045 3.34996 -4.39873 -0.145
F 4.89216 6.69443 -4.97387 -0.286
H 3.54099 5.08763 -3.59321 0.279
H 2.82260 4.58604 -5.13911 0.287
H 4.82999 5.28091 -6.37992 0.287
C -0.41812 3.58681 1.58217 0.305
C 1.02206 4.01164 1.40812 0.446
O 0.92107 5.42266 1.42180 -0.353
C -0.16981 5.74996 2.17486 0.512
O -0.39926 6.82764 2.60150 -0.509
O -0.95148 4.65574 2.36779 -0.334
F 1.52888 3.61013 0.21483 -0.255
H -0.94175 3.54207 0.62427 0.181
H -0.52342 2.63405 2.09291 -0.275
H 1.69270 3.68754 2.20516 0.303
```

## Properties
* charge: +1
* maximum force: 0.040 hartree/bohr
* Kohn-Sham gap: 0.277 hartree
* calculated total energy: -3846.68269 Ha
* HOMO energy: -12.14 eV